(1)
Entry from OMol25: a molecular structure, C40H67BIrN7O2P2S3Sb (wB97M-V/def2-TZVPD).

Element x y z (Å)
Ir (-0.30597, 0.29024, 0.61498)
C (2.09673, -6.11260, -0.79703)
C (1.79877, -5.01589, 0.24368)
C (2.46788, -5.34600, 1.58151)
C (0.27667, -4.93496, 0.42944)
P (2.36143, -3.35017, -0.33312)
C (1.30228, -2.71572, -1.68863)
N (-0.06295, -2.36109, -1.39483)
B (-0.73078, -1.41992, -0.46872)
N (-2.12929, -1.62605, -0.75935)
C (-3.20832, -0.91213, -0.13405)
P (-2.47344, -0.18406, 1.38548)
C (-3.55756, 1.26327, 1.87212)
C (-2.75662, 2.14087, 2.83469)
C (-4.88776, 0.88721, 2.52929)
C (-3.88550, 2.08731, 0.61765)
C (-2.71903, -1.61270, 2.60931)
C (-4.15839, -2.15131, 2.69733)
C (-2.28766, -1.20557, 4.01003)
C (-1.84135, -2.77991, 2.14753)
C (-2.31541, -2.56713, -1.75590)
C (-3.47748, -3.01976, -2.35644)
C (-3.36261, -3.96572, -3.36842)
C (-2.11643, -4.42474, -3.77075)
C (-0.94765, -3.95367, -3.17742)
C (-1.05476, -3.02109, -2.15724)
C (4.17291, -3.13987, -0.68114)
C (4.40742, -2.07524, -1.75822)
C (4.81987, -2.67481, 0.63436)
C (4.82191, -4.45269, -1.14243)
H (1.43452, -6.94830, -0.56231)
H (3.11861, -6.47626, -0.75436)
H (1.86863, -5.80713, -1.82004)
H (2.10285, -6.31977, 1.91186)
H (2.22101, -4.61434, 2.35081)
H (3.55263, -5.41667, 1.49840)
H (-0.03294, -5.82424, 0.98108)
H (-0.25223, -4.93173, -0.52374)
H (-0.03026, -4.05886, 0.99828)
H (1.31365, -3.54012, -2.40711)
H (1.85653, -1.88807, -2.13157)
H (-4.02911, -1.58748, 0.11180)
H (-3.61716, -0.12567, -0.77563)
H (-3.39712, 2.95409, 3.18346)
H (-1.90167, 2.57047, 2.32085)
H (-2.40223, 1.59702, 3.71258)
H (-4.75736, 0.49019, 3.53336)
H (-5.47529, 0.18318, 1.93997)
H (-5.47437, 1.80377, 2.61985)
H (-3.01349, 2.30206, 0.00317)
H (-4.29114, 3.04788, 0.94036)
H (-4.64222, 1.60352, -0.00006)
H (-4.11018, -3.14037, 3.15704)
H (-4.80561, -1.54360, 3.31801)
H (-4.63811, -2.28265, 1.72952)
H (-2.94534, -0.45841, 4.45282)
H (-1.27888, -0.82148, 4.01519)
H (-2.30862, -2.08654, 4.65599)
H (-2.20358, -3.20657, 1.21119)
H (-1.88220, -3.56384, 2.90761)
H (-0.80450, -2.47551, 2.01814)
H (-4.44687, -2.64637, -2.05332)
H (-4.25484, -4.34036, -3.85003)
H (-2.04557, -5.15505, -4.56471)
H (0.00421, -4.32219, -3.53625)
H (3.92727, -1.12747, -1.52642)
H (4.08953, -2.41423, -2.74540)
H (5.48388, -1.90169, -1.80501)
H (4.61463, -3.34629, 1.46855)
H (4.48050, -1.67375, 0.90525)
H (5.90097, -2.64177, 0.49064)
H (4.32546, -4.89716, -2.00361)
H (4.88459, -5.18767, -0.34173)
H (5.84325, -4.20765, -1.44004)
N (2.30701, 3.89084, 6.70995)
C (1.84139, 3.88179, 5.43035)
C (2.72544, 3.84323, 4.34193)
C (2.24392, 3.83704, 3.04876)
C (0.87548, 3.81423, 2.79557)
C (-0.00791, 3.89216, 3.87523)
C (0.46044, 3.90478, 5.16921)
S (0.30298, 4.14219, 1.16370)
O (-0.81568, 5.02911, 1.26347)
O (1.44997, 4.51109, 0.37582)
N (-0.25282, 2.66718, 0.62838)
C (-0.71538, 2.62728, -0.62678)
N (-0.86812, 3.67219, -1.45225)
C (-1.39710, 3.43301, -2.63402)
C (-1.75749, 2.15599, -3.07745)
C (-1.52842, 1.11211, -2.21231)
N (-1.02714, 1.33986, -0.99560)
H (3.28432, 4.04207, 6.88389)
H (1.68053, 4.08011, 7.47157)
H (3.79364, 3.86609, 4.51918)
H (2.93417, 3.88336, 2.21694)
H (-1.06823, 3.99695, 3.69795)
H (-0.23851, 3.97821, 5.99325)
H (-1.53941, 4.29532, -3.27751)
H (-2.19490, 1.99041, -4.04993)
H (-1.75690, 0.08387, -2.47169)
C (0.80135, 0.33581, 4.97909)
Sb (1.14726, 0.09569, 2.88927)
C (1.64697, -1.99170, 3.04285)
C (3.17230, 0.71426, 2.72881)
H (1.28321, -0.51837, 5.44989)
H (-0.24891, 0.36458, 5.23694)
H (1.26846, 1.26171, 5.30786)
H (2.60160, -2.13136, 3.55082)
H (1.70017, -2.40154, 2.03206)
H (0.87513, -2.52224, 3.59903)
H (3.51589, 1.00475, 3.71960)
H (3.28561, 1.54509, 2.04212)
H (3.74175, -0.13791, 2.36583)
S (1.94649, 0.23816, -0.32546)
C (2.31780, 1.68260, -1.18594)
N (1.64156, 2.18349, -2.20513)
C (2.33301, 3.25054, -2.93804)
C (3.19264, 3.94071, -1.88663)
S (3.67498, 2.60413, -0.75009)
H (0.92254, 1.61331, -2.62754)
H (1.61715, 3.93252, -3.39147)
H (2.94623, 2.78994, -3.71742)
H (2.63250, 4.67087, -1.30220)
H (4.07894, 4.40332, -2.31146)

- total charge = +2
- expectation value of S² = 0.752
- E (Ha) = -4344.5114
- LUMO level (alpha / beta) (eV) = -4.91 / -7.42
- 2S+1 = 2
- HOMO (alpha / beta) (hartree) = -0.453 / -0.453

Atomic partial charges in e from the Löwdin method, atoms 1 to 5: Ir 0.72; C -0.06; C -0.66; C -0.07; C -0.06

=====

(2)
Entry from OMol25: a molecular structure, C40H67Cl4CrO10P3 (wB97M-V/def2-TZVPD).

Element x y z (Å)
Cr (-0.02816, -0.24999, 0.01514)
C (-1.10928, 5.73446, 1.96011)
C (-0.31813, 4.51686, 1.55335)
C (1.15925, 4.64047, 1.88822)
O (-0.54637, 4.37067, 0.08156)
P (0.02359, 3.15263, -0.71511)
O (-0.05129, 1.87425, 0.01217)
C (-0.92812, 2.97923, -2.23434)
P (-2.25565, 1.76439, -2.01802)
O (-1.83947, 0.50613, -1.33328)
O (-3.34853, 2.55372, -1.21462)
C (-4.07582, 3.70595, -1.79202)
C (-5.54181, 3.35246, -1.84997)
C (-3.81305, 4.91813, -0.93244)
O (-2.82256, 1.45372, -3.43302)
C (-2.89241, 2.23680, -4.66284)
C (-1.74508, 1.81360, -5.55136)
C (-4.24219, 1.96711, -5.27931)
O (1.41537, 3.65937, -1.16520)
C (2.42868, 3.06205, -2.02284)
C (3.63153, 2.80681, -1.15673)
C (2.70531, 4.03161, -3.14173)
H (-0.96642, 5.91938, 3.02775)
H (-2.17767, 5.59911, 1.76985)
H (-0.76021, 6.61070, 1.40350)
H (-0.72653, 3.62429, 2.02333)
H (1.59921, 5.49341, 1.36122)
H (1.71504, 3.73665, 1.61801)
H (1.26204, 4.79409, 2.96527)
H (-0.21946, 2.63043, -2.99574)
H (-1.34183, 3.94872, -2.53572)
H (-3.70415, 3.87958, -2.80319)
H (-5.90017, 3.13618, -0.84143)
H (-5.71317, 2.47120, -2.47792)
H (-6.11501, 4.19385, -2.25517)
H (-4.17435, 4.72482, 0.08470)
H (-4.34919, 5.77814, -1.33901)
H (-2.75104, 5.15515, -0.88230)
H (-2.80416, 3.29362, -4.42269)
H (-1.77245, 0.72853, -5.68901)
H (-0.77692, 2.08419, -5.11444)
H (-1.83030, 2.29490, -6.52758)
H (-4.36115, 0.89312, -5.44226)
H (-4.32155, 2.48247, -6.23885)
H (-5.04916, 2.31325, -4.63032)
H (2.04650, 2.12481, -2.42994)
H (4.05476, 3.76073, -0.82521)
H (4.38985, 2.25823, -1.72074)
H (3.35132, 2.22457, -0.27950)
H (3.03026, 4.98858, -2.72488)
H (1.81355, 4.20519, -3.75372)
H (3.49887, 3.63988, -3.78341)
C (-5.81813, 0.17057, 1.83799)
C (-4.53655, 0.40230, 2.64656)
C (-3.28847, 0.19170, 1.77587)
C (-3.47923, -1.01669, 0.81102)
C (-4.54310, -1.98606, 1.36389)
C (-5.91497, -1.29361, 1.32964)
P (-1.93223, -1.89364, 0.30837)
C (-2.64587, -2.87969, -1.13250)
C (-2.52965, -4.41530, -1.03900)
C (-1.25666, -4.99685, -1.66032)
C (-1.13538, -4.55233, -3.11597)
C (-1.05214, -3.03343, -3.15181)
C (-2.29323, -2.37719, -2.55495)
C (-1.75261, -3.12383, 1.70202)
C (-0.52316, -4.06750, 1.64109)
C (-0.29022, -4.80309, 2.98351)
C (-1.58921, -4.94159, 3.76873)
C (-2.07934, -3.54420, 4.17808)
C (-1.78730, -2.47221, 3.10227)
H (-5.81732, 0.84762, 0.98198)
H (-6.69141, 0.41704, 2.44340)
H (-4.52437, -0.28177, 3.50380)
H (-4.52638, 1.41553, 3.05988)
H (-2.41226, 0.07604, 2.40703)
H (-3.11409, 1.07896, 1.17795)
H (-3.85317, -0.61816, -0.13909)
H (-4.29826, -2.26032, 2.39479)
H (-4.58798, -2.91748, 0.79378)
H (-6.62204, -1.86587, 1.93395)
H (-6.28873, -1.30435, 0.30033)
H (-3.69587, -2.63860, -1.00334)
H (-3.38514, -4.82597, -1.58869)
H (-2.64099, -4.74929, -0.00281)
H (-1.28745, -6.08610, -1.58753)
H (-0.36641, -4.65755, -1.11712)
H (-2.00971, -4.89363, -3.68623)
H (-0.24634, -4.99035, -3.57552)
H (-0.90086, -2.67021, -4.17104)
H (-0.18375, -2.75222, -2.56768)
H (-3.14701, -2.61457, -3.20190)
H (-2.18970, -1.29728, -2.55191)
H (-2.65978, -3.72305, 1.59439)
H (0.36019, -3.50145, 1.39968)
H (-0.66011, -4.80465, 0.84639)
H (0.43043, -4.24798, 3.59441)
H (0.15103, -5.77954, 2.78283)
H (-1.44906, -5.55975, 4.65683)
H (-2.33763, -5.44498, 3.14665)
H (-1.58839, -3.24592, 5.10897)
H (-3.15572, -3.57832, 4.38396)
H (-0.82779, -1.98721, 3.27895)
H (-2.55042, -1.69978, 3.18005)
Cl (3.17099, 1.57898, 7.53514)
C (2.52760, 1.29575, 5.95615)
C (3.34109, 1.47861, 4.84706)
C (2.83446, 1.20328, 3.58644)
C (1.52489, 0.76069, 3.44239)
C (0.71242, 0.61265, 4.55842)
C (1.21121, 0.87928, 5.82320)
C (1.02527, 0.36994, 2.10974)
O (1.74413, 0.39954, 1.07356)
O (-0.18903, -0.04401, 1.96941)
H (4.36276, 1.81889, 4.97678)
H (3.45546, 1.31871, 2.70377)
H (-0.31399, 0.28378, 4.43062)
H (0.59451, 0.75485, 6.70530)
Cl (0.76891, -0.12869, -2.22546)
C (2.15135, -1.33044, -2.09735)
Cl (3.58470, -0.55740, -1.42522)
Cl (2.48621, -1.96772, -3.67703)
C (1.69713, -2.40747, -1.05440)
O (2.16381, -3.50499, -1.14630)
O (0.85066, -1.96206, -0.14940)

- total charge = +1
- expectation value of S² = 0.770
- energy relative to the best compared isomer or geometry (same formula, charge and spin) (eV) = 0.2533
- E (Ha) = -6226.1860
- LUMO level (alpha / beta) (eV) = -3.16 / -2.66
- 2S+1 = 2
- HOMO (alpha / beta) (hartree) = -0.414 / -0.410

Atomic partial charges in e from the Löwdin method, atoms 1 to 5: Cr 0.63; C -0.04; C -0.39; C -0.03; O -0.16